Entry 1:
The following is a quantum chemistry calculation of a molecular structure, C39H45F3N2S6SbV, from OMol25.

Cartesian coordinates (Å):
V 0.161 1.544 1.626
C 1.686 -0.131 1.748
C 2.306 0.875 0.955
C 2.390 2.050 1.782
C 1.863 1.682 3.060
C 1.458 0.338 3.060
C 1.082 -0.471 4.287
C -0.170 0.069 4.978
C 0.855 -1.936 3.906
C 2.262 -0.391 5.269
C 3.020 3.437 1.599
C 2.390 4.440 2.583
C 2.853 4.049 0.207
C 4.509 3.332 1.961
C 2.865 0.534 -0.440
C 4.348 0.923 -0.541
C 2.832 -0.989 -0.643
C 2.067 1.151 -1.589
H 1.481 -1.135 1.418
H 1.836 2.333 3.919
H -1.058 -0.100 4.371
H -0.089 1.139 5.175
H -0.308 -0.438 5.934
H 0.035 -2.032 3.192
H 0.595 -2.514 4.794
H 1.748 -2.377 3.467
H 2.389 0.621 5.652
H 3.194 -0.689 4.790
H 2.085 -1.051 6.119
H 1.305 4.488 2.481
H 2.796 5.432 2.379
H 2.629 4.206 3.620
H 1.800 4.102 -0.076
H 3.390 3.513 -0.566
H 3.247 5.065 0.222
H 4.633 2.885 2.947
H 4.947 4.332 1.991
H 5.074 2.740 1.247
H 4.902 0.571 0.329
H 4.506 1.991 -0.635
H 4.779 0.453 -1.425
H 3.432 -1.507 0.105
H 3.241 -1.222 -1.628
H 1.818 -1.386 -0.610
H 2.024 2.235 -1.538
H 1.043 0.777 -1.579
H 2.517 0.870 -2.542
S -6.066 4.673 0.308
C -4.538 4.156 0.610
S -3.430 3.659 -0.624
C -2.095 3.235 0.416
C -2.305 3.402 1.744
S -1.112 3.028 2.964
S -3.869 4.021 2.205
S -0.579 2.679 -0.250
F -4.129 -7.208 -2.051
C -3.405 -6.071 -2.018
C -2.852 -5.668 -0.821
C -2.108 -4.496 -0.811
C -1.922 -3.747 -1.965
C -2.500 -4.192 -3.151
C -3.245 -5.356 -3.191
Sb -0.771 -1.956 -1.858
C -2.290 -0.648 -2.577
C -3.631 -1.011 -2.546
C -4.627 -0.129 -2.935
C -4.256 1.125 -3.373
F -5.211 1.988 -3.763
C -2.934 1.528 -3.417
C -1.962 0.637 -2.999
C 0.255 -2.264 -3.718
C 0.060 -1.529 -4.880
C 0.817 -1.766 -6.019
C 1.772 -2.760 -5.978
F 2.512 -3.001 -7.080
C 1.996 -3.521 -4.846
C 1.231 -3.258 -3.723
H -2.999 -6.263 0.067
H -1.661 -4.174 0.123
H -2.363 -3.626 -4.065
H -3.694 -5.717 -4.103
H -3.919 -2.008 -2.232
H -5.672 -0.401 -2.913
H -2.686 2.526 -3.748
H -0.933 0.973 -2.991
H -0.707 -0.768 -4.926
H 0.667 -1.201 -6.928
H 2.750 -4.294 -4.859
H 1.407 -3.856 -2.835
N -3.346 0.765 3.133
C -3.068 -0.094 2.166
N -4.031 -0.939 1.767
S -1.559 -0.247 1.395
H -4.284 0.867 3.487
H -2.643 1.469 3.375
H -4.974 -0.852 2.104
H -3.858 -1.522 0.967

As for the LUMO energy (spin up / spin down): -0.52 / -0.04 eV. The value obtained for the orbital gap (spin up / spin down) is 6.78 / 7.24 eV. As for the multiplicity: 3. The value obtained for the relative energy (zero: lowest compared OMol25 entry of this formula, charge and spin) is 0.0 kJ/mol. As for the net charge: 0. The largest force on an atom is 0.007 Eh/bohr.

***

Entry 2:
The following is a quantum chemistry calculation of a gas-phase ion, C3H4NO2S (charge +1), from OMol25.

Cartesian coordinates (Å):
C -0.530 2.137 -1.613
N -0.276 1.207 -1.007
S 0.949 0.165 0.006
O 1.195 1.041 1.082
O 1.775 -0.079 -1.377
C -0.036 -1.249 0.252
C -0.554 -1.429 1.456
H -0.674 3.031 -2.162
H -0.113 -1.920 -0.528
H -1.115 -2.210 1.739
H -0.623 -0.695 2.153

As for the LUMO energy (spin up / spin down): -5.76 / -5.76 eV. The value obtained for the orbital gap (spin up / spin down) is 10.46 / 10.46 eV. The value obtained for the relative energy (zero: lowest compared OMol25 entry of this formula, charge and spin) is 390.0 kJ/mol. Its SMILES is C#[N+]S(=O)(=O)C=C. As for the net charge: +1. The largest force on an atom is 0.172 Eh/bohr.

***

Entry 3:
The following is a quantum chemistry calculation of 8 unconnected molecules or ions with the total composition C8H32O8, from OMol25.

Cartesian coordinates (Å):
C -0.553 1.699 -3.680
O 0.220 2.421 -4.621
H -0.054 0.886 -3.143
H -1.403 1.287 -4.129
H -0.951 2.262 -2.908
H 0.718 1.825 -5.144
C -3.267 0.999 3.209
O -3.725 0.877 4.543
H -2.262 0.596 3.004
H -3.162 2.083 3.038
H -3.922 0.551 2.487
H -3.422 0.004 4.769
C -0.062 0.251 4.298
O 0.022 -1.111 4.502
H -0.146 0.514 3.286
H 0.803 0.718 4.718
H -0.939 0.603 4.907
H 0.818 -1.367 4.042
C 0.896 1.389 -0.443
O 0.325 1.277 0.845
H 0.767 0.495 -1.101
H 1.989 1.494 -0.339
H 0.458 2.133 -1.120
H -0.581 0.973 0.733
C 3.880 -1.050 -0.664
O 3.455 -2.333 -0.366
H 2.939 -0.511 -0.993
H 4.641 -0.984 -1.398
H 4.183 -0.513 0.242
H 4.136 -2.847 0.049
C 0.375 -1.747 0.531
O 0.771 -2.958 0.012
H -0.385 -1.324 -0.038
H 1.225 -1.099 0.524
H 0.183 -1.966 1.543
H 1.191 -2.946 -0.826
C -3.052 1.611 -0.143
O -2.264 0.459 0.063
H -4.168 1.290 0.084
H -3.008 1.891 -1.193
H -2.810 2.485 0.370
H -2.149 0.040 -0.800
C 1.758 -1.680 -3.119
O 0.441 -2.137 -2.723
H 2.517 -2.243 -2.558
H 1.943 -0.668 -2.867
H 1.865 -1.819 -4.171
H -0.237 -1.806 -3.315

As for the LUMO energy: 0.18 eV. The value obtained for the orbital gap is 9.55 eV. The value obtained for the relative energy (zero: lowest compared OMol25 entry of this formula, charge and spin) is 490.6 kJ/mol. Its SMILES is CO.CO.CO.CO.CO.CO.CO.CO. As for the net charge: 0. The largest force on an atom is 0.085 Eh/bohr.